The following is a DFT calculation (the ωB97M-V functional and the def2-TZVPD basis) of one molecule with the formula C26H26N4O2 at a distorted geometry.

Structure (SMILES) = Cc1cc(C)cc(-n2c(C)cc(/C=N\NC(=O)COc3cccc4cccnc34)c2C)c1
HOMO = -7.812 eV
Total charge = 0
Calculated total energy = -1375.091543 Eh
Lowest unoccupied orbital energy = -0.3 eV
Relative energy (zero: lowest compared OMol25 entry of this formula, charge and spin) = 537.4 kcal per mole
Frontier orbital gap = 7.559 eV

Geometry (Å):
C -6.36261 -1.25346 -2.25234
C -5.44208 -0.90289 -1.13808
C -6.13092 -1.33690 0.30862
C -5.34711 -0.98877 1.32096
C -5.85778 -1.20226 2.54405
C -4.04364 -0.44342 0.95608
C -3.55535 0.02696 -0.18796
N -2.34837 0.79722 -0.27774
C -1.33268 0.15420 -0.93171
C -1.22916 -1.00114 -1.77043
C -0.23273 0.93769 -0.85680
C -0.79890 2.17657 -0.01265
C -0.12047 3.49568 0.36560
N 1.18018 3.90004 0.02704
N 2.19529 2.78172 0.08773
C 3.44078 2.84559 -0.00177
O 3.97967 4.28628 -0.04398
C 4.20518 1.71972 -0.02995
O 3.50839 0.57364 0.06264
C 4.03945 -0.50934 -0.11296
C 5.31727 -0.92644 -0.44537
C 5.82936 -2.18960 -0.33836
C 4.92416 -3.40248 -0.16528
C 3.55341 -3.09370 0.13524
C 2.68633 -3.84565 0.41548
C 1.37348 -3.70860 0.48218
C 0.99176 -2.33477 0.94454
N 1.81268 -1.34014 0.46019
C 2.99704 -1.56162 0.27000
C -2.05192 1.90980 0.08109
C -2.97797 2.78965 0.94912
C -4.21442 -0.16238 -1.30588
H -7.43369 -1.07043 -1.91316
H -6.19211 -0.67396 -3.24930
H -6.29366 -2.27947 -2.57252
H -7.01572 -1.68470 0.13797
H -6.37765 -2.17218 2.61200
H -5.04286 -1.17150 3.35644
H -6.52683 -0.31154 2.90584
H -3.44126 -0.20711 1.85667
H -1.98502 -1.77055 -1.04446
H -1.78206 -1.01740 -2.80708
H -0.44226 -1.40935 -1.62542
H 0.68037 1.09577 -1.32524
H -0.82944 4.35503 0.46842
H 1.85029 1.87308 -0.00665
H 4.85532 1.68060 -1.08284
H 5.19752 1.63903 0.66810
H 6.21419 -0.17189 -0.50617
H 6.73740 -2.35226 -0.63731
H 5.24862 -4.43672 -0.14778
H 2.86872 -5.12293 0.37867
H 0.46248 -4.39799 1.09075
H 0.05766 -2.13129 1.06078
H -4.00360 2.48910 0.72360
H -2.64933 2.68451 1.96978
H -2.81665 3.71247 0.85739
H -3.89656 -0.05115 -2.14388